C54H42BrNO8S2Ti | ωB97M-V/def2-TZVPD

Each line ends with the Löwdin charge.
CARTESIAN COORDINATES (ANGSTROEM)
Br  -2.5683  -2.6838  0.3388  0.93
Ti  -0.2449  -0.9626  0.1334  0.79
S  -0.5364  -4.5281  -1.4901  0.52
S  -0.8167  -1.2351  -2.4109  0.65
O  -1.6742  0.0651  0.1413  -0.36
O  5.6594  -7.5325  0.1900  0.02
O  4.1574  -7.3843  1.7585  0.05
O  0.9193  0.3885  0.2259  -0.18
O  0.7591  -3.7290  1.4878  0.06
O  -1.5904  3.4915  -1.0973  -0.01
O  0.3917  3.1283  -2.1255  -0.02
O  1.0227  -2.2209  -0.1096  -0.22
N  4.6709  -6.9718  0.7057  -0.34
C  3.7063  1.3579  -0.3760  -0.02
C  4.1463  -5.8305  0.0708  -0.17
C  3.9457  1.1568  -3.1085  -0.08
C  -3.5565  1.5230  -0.1441  -0.12
C  -0.6241  -2.3023  -4.8612  -0.19
C  3.0032  -5.1921  0.5591  0.09
C  -0.6269  -2.6038  -3.4975  -0.67
C  2.5294  -4.0521  -0.0725  -0.11
C  -0.1818  -1.8759  5.0197  -0.06
C  -5.5116  0.6347  -1.2325  -0.08
C  1.4601  2.7076  0.5885  -0.13
C  2.1582  4.6916  2.4243  -0.10
C  -5.6410  2.7172  -0.0613  -0.10
C  1.3312  -3.3193  0.4828  -0.63
C  4.8025  -5.3287  -1.0591  -0.01
C  -1.7198  2.8762  4.1872  -0.10
C  -3.5003  -3.3382  2.9179  -0.14
C  0.7444  -1.0214  2.9722  -0.11
C  -6.2538  1.7244  -0.8060  -0.12
C  -3.4453  -3.4651  4.3093  -0.11
C  -1.4275  3.9338  -3.4897  0.02
C  0.0999  1.9056  -1.4462  -0.16
C  -2.0944  1.5713  3.9168  -0.06
C  2.6895  1.2686  -2.5335  0.00
C  -0.3388  5.4086  -1.7547  0.02
C  4.9574  1.2466  -0.9503  -0.09
C  -2.1680  1.1326  2.6096  0.00
C  -4.1694  0.5357  -0.9051  -0.01
C  1.6708  3.4727  2.8646  -0.09
C  -1.8376  1.9723  1.5481  -0.12
C  4.3206  -4.1964  -1.6814  -0.06
C  -1.3938  2.0890  -1.0647  -0.14
C  1.2103  1.5726  -0.4070  -0.36
C  2.3023  4.9172  1.0640  -0.09
C  -2.3553  -2.9984  4.9891  -0.06
C  -1.3623  -2.1381  2.8991  -0.22
C  -0.7441  3.9735  -2.1091  -0.58
C  -2.4823  -2.7070  2.2473  -0.52
C  -0.4660  -4.9350  -4.1232  -0.19
C  -1.4190  3.7291  3.1392  -0.10
C  5.0860  1.1675  -2.3259  -0.11
C  -1.3070  -2.3376  4.3134  -0.18
C  0.8318  -1.2467  4.3547  -0.08
C  2.5534  1.4030  -1.1573  -0.11
C  1.3112  2.4949  1.9534  -0.03
C  -0.5282  -3.2768  -5.8349  -0.16
C  3.1938  -3.5500  -1.1929  0.02
C  -2.0479  1.3860  0.1585  -0.36
C  -1.4739  3.2826  1.8264  -0.05
C  -0.5392  -3.9644  -3.1149  -0.76
C  -0.3355  -1.4299  2.2084  -0.16
C  -0.4539  -4.6122  -5.4603  -0.15
C  1.9824  3.9238  0.1550  -0.04
C  -4.2986  2.6214  0.2651  -0.02
H  -2.5009  0.1274  2.3888  0.11
H  4.8316  -3.8065  -2.5503  0.10
H  -0.5208  -2.9999  -6.8837  0.07
H  -2.3892  4.4374  -3.4439  0.09
H  4.0311  1.0597  -4.1823  0.10
H  -0.7132  -1.2612  -5.1442  0.07
H  -7.3039  1.8029  -1.0589  0.09
H  -0.4006  -5.3928  -6.2109  0.08
H  5.8374  1.2255  -0.3232  0.09
H  -4.3256  -3.7461  2.3564  0.09
H  1.8312  1.2657  -3.1852  0.11
H  2.6932  5.8647  0.7124  0.10
H  -0.4244  -5.9690  -3.8086  0.07
H  2.4406  5.4578  3.1356  0.09
H  0.9253  1.5426  2.2852  0.10
H  2.4871  -5.5771  1.4246  0.13
H  -1.6776  3.2327  5.2089  0.09
H  6.0644  1.1059  -2.7850  0.09
H  2.8129  -2.6576  -1.6701  0.13
H  -1.2158  6.0522  -1.7778  0.09
H  -5.9754  -0.1417  -1.8242  0.10
H  -2.3449  0.8938  4.7218  0.10
H  1.7098  -0.9186  4.8990  0.09
H  -6.2133  3.5738  0.2724  0.09
H  -0.7893  4.4254  -4.2201  0.08
H  -1.2374  3.9590  1.0226  0.11
H  -4.2546  -3.9617  4.8284  0.09
H  0.1274  1.0672  -2.1609  0.06
H  -2.2687  -3.1368  6.0609  0.10
H  3.6156  1.4261  0.6981  0.12
H  0.4020  5.7662  -2.4649  0.09
H  -3.5792  -0.3063  -1.2405  0.08
H  -0.1380  -2.0452  6.0871  0.10
H  -3.8270  3.4108  0.8341  0.11
H  0.0859  5.4178  -0.7544  0.07
H  5.6824  -5.8459  -1.4133  0.11
H  -1.9402  1.6512  -1.9206  0.15
H  1.5664  3.2749  3.9232  0.10
H  -1.1297  4.7524  3.3405  0.10
H  1.5806  -0.5183  2.4927  0.09
H  2.1438  4.0878  -0.8988  0.12
H  -1.5819  2.9026  -3.7933  0.09

Properties
HOMO level in eV: -0.7
Electronic energy in Ha: -6959.6161
Orbital gap in eV: 4.198
Charge: -2